Below is a molecular structure, C20H18ClN5O8PtSe, with properties calculated with wB97M-V/def2-TZVPD.

Structure (XYZ):
```
54
Properties=species:S:1:pos:R:3
Pt -2.08 -0.39 -0.22
C 3.00 1.21 -4.70
C 2.25 0.98 -3.42
C 2.59 -0.05 -2.55
C 1.91 -0.24 -1.37
C 0.85 0.60 -0.98
N 0.23 0.49 0.22
C 0.95 0.03 1.30
C 2.26 0.54 1.47
C 3.03 0.27 2.58
C 2.52 -0.50 3.61
C 3.32 -0.80 4.85
C 1.23 -0.99 3.48
C 0.45 -0.80 2.34
N -0.78 -1.53 2.32
C -1.03 -2.62 3.09
C -2.36 -2.89 3.03
C -2.89 -1.95 2.16
N -1.93 -1.14 1.71
C 0.45 1.58 -1.92
C 1.15 1.78 -3.09
N -0.68 2.42 -1.68
C -0.73 3.75 -1.48
C -2.05 4.12 -1.40
C -2.80 2.96 -1.58
N -1.95 1.96 -1.76
H 4.03 0.87 -4.62
H 3.00 2.27 -4.98
H 2.53 0.66 -5.52
H 3.41 -0.71 -2.81
H 2.17 -1.07 -0.72
H 2.63 1.19 0.70
H 4.02 0.69 2.65
H 4.36 -0.52 4.72
H 3.28 -1.86 5.09
H 2.92 -0.25 5.71
H 0.81 -1.55 4.30
H -0.24 -3.15 3.58
H -2.89 -3.69 3.52
H -3.90 -1.82 1.82
H 0.83 2.56 -3.77
H 0.17 4.32 -1.38
H -2.44 5.12 -1.25
H -3.86 2.75 -1.55
O -4.76 -1.23 -2.77
Cl -4.86 -0.62 -1.45
O -5.28 0.79 -1.49
O -2.20 0.69 -2.00
O -2.87 1.06 0.58
O -0.75 -3.66 0.42
Se -1.55 -3.17 -0.90
O -1.51 -4.20 -2.12
O -0.88 -1.65 -1.29
O -3.07 -2.60 -0.49
```

Values from the calculation:
Calculated total energy ... -4629.037722 Eh
Lowest unoccupied orbital energy (spin up / spin down) ... -0.22 / -2.51 eV
Multiplicity ... 5
Expectation value of S² ... 6.0586
HOMO level (spin up / spin down) ... -8.270 / -8.417 eV
Kohn-Sham gap (spin up / spin down) ... 8.05 / 5.90 eV

Charges per atom according to natural (NBO) partitioning, unit e: 1.4447 -0.6343 0.0196 -0.1915 -0.1751 0.2095 -0.3905 0.0711 -0.1773 -0.2235 0.0280 -0.6353 -0.2338 0.2355 -0.1755 0.0567 -0.3128 0.0801 -0.3211 0.0966 -0.1952 -0.1628 0.0137 -0.3150 0.0217 0.2042 0.2243 0.2203 0.2369 0.2231 0.2408 0.2221 0.2191 0.2213 0.2256 0.2280 0.2183 0.2353 0.2448 0.2413 0.2242 0.2396 0.2493 0.2764 -0.6610 1.4229 -0.7503 -0.5420 -0.5393 -1.0829 2.7500 -0.9985 -1.0648 -1.0623